# C27H35GeIrN3O7

A molecular structure, C27H35GeIrN3O7 at a distorted geometry (wB97M-V/def2-TZVPD, the Open Molecules 2025 dataset).

Properties
HOMO (spin up / spin down) (eV): -1.72 / -2.17
Kohn-Sham gap (spin up / spin down) (eV): 6.3 / 6.1
Net charge: -2
LUMO level (spin up / spin down) (eV): 4.576 / 3.958
Energy relative to the best compared isomer or geometry (same formula, charge and spin) (kcal per mole): 3.70
Spin multiplicity: 6

```
74
Properties=species:S:1:pos:R:3:forces:R:3
Ir -0.08759 -0.41041 0.22608 0.2170 2.1436 -0.6422
O -3.36794 2.47912 1.44786 0.0757 -0.0880 -0.1157
C -2.33495 1.79759 1.43747 -0.0037 0.3106 0.4437
O -2.03057 0.92600 0.56577 0.0150 -0.3575 -0.0066
C -1.39710 1.95666 2.66397 -0.1860 -0.2196 -0.4303
C -1.16479 0.57702 3.30289 -0.3719 0.3125 0.4321
C -0.68715 0.76676 4.75419 0.0458 -0.1129 -0.1595
C 0.77732 1.21911 4.52227 0.0053 -0.1024 -0.1114
C 0.85330 1.22082 2.98355 0.2550 0.4596 0.2947
O 0.02002 0.10559 2.65875 0.0464 -0.4175 -0.2855
C 0.07117 2.41962 2.42232 0.1110 -0.0976 -0.4553
C 0.47309 2.73463 0.95473 -0.0618 0.3570 0.6217
O 0.78402 3.90444 0.71880 -0.0556 -0.1454 -0.1591
O 0.50901 1.77481 0.12092 0.1850 -0.5224 -0.2298
H -1.91318 2.63565 3.34074 0.0332 -0.0491 0.0462
H -1.98184 -0.12836 3.16686 0.0927 -0.0520 -0.0679
H -1.29041 1.51087 5.27356 -0.0083 -0.0115 0.0153
H -0.73768 -0.17418 5.30361 0.0345 0.0179 0.0114
H 0.99617 2.19911 4.94484 0.0299 0.0149 -0.0215
H 1.48556 0.49349 4.92304 -0.0095 0.0214 0.0364
H 1.85446 1.08744 2.57637 -0.0886 -0.1099 -0.0941
H 0.28554 3.32976 2.97986 0.0060 -0.0320 0.0305
C 5.67932 -0.47942 0.99840 -0.1647 0.0345 0.0659
C 4.47150 0.44631 0.83686 0.2134 0.0754 -0.0904
C 4.66687 1.76126 1.59728 -0.1232 -0.1130 0.0166
C 4.16286 0.72410 -0.61963 -0.5006 -0.2989 0.0853
C 5.08935 1.32615 -1.44924 0.0500 0.1151 -0.0806
C 4.78410 1.64576 -2.76467 0.0358 0.0243 -0.0652
C 3.50615 1.38047 -3.23422 0.0706 0.0625 0.0105
C 2.54472 0.77339 -2.44497 -0.1528 -0.2357 0.5251
C 1.13718 0.59259 -2.96261 0.1171 0.1613 -0.1002
C 1.08964 -0.30119 -4.20232 -0.0862 -0.0290 0.1892
C 0.47032 1.94787 -3.21492 -0.0529 -0.1369 0.1065
C 2.87316 0.35669 -1.11784 0.6778 0.5194 -0.5467
O 2.09897 -0.36858 -0.36410 -1.0615 -0.4093 0.4072
H 5.84314 -0.72411 2.05106 0.0359 0.0040 -0.0126
H 6.58277 -0.00929 0.60052 0.0305 -0.0234 0.0003
H 5.50615 -1.40891 0.45474 0.0673 -0.0497 -0.0170
H 3.59624 -0.05896 1.24703 0.0090 -0.0133 0.0101
H 5.52909 2.31102 1.21108 0.0181 0.0135 0.0125
H 4.82291 1.57348 2.66383 0.0349 0.0139 0.0179
H 3.78491 2.39410 1.47884 0.0244 0.0611 0.0050
H 6.07768 1.56892 -1.06829 -0.0181 -0.0087 0.0733
H 5.51951 2.12118 -3.40400 0.0054 -0.0185 0.0012
H 3.24831 1.66366 -4.25078 -0.0337 0.0238 0.0087
H 0.57386 0.10276 -2.16879 -0.0115 -0.0808 -0.1284
H 1.66013 0.14100 -5.02305 0.0088 -0.0135 -0.0272
H 0.05615 -0.43256 -4.53479 0.0022 -0.0229 -0.0383
H 1.50782 -1.28273 -3.97362 0.0181 -0.0191 -0.0671
H 1.02319 2.53174 -3.95600 -0.0066 -0.0160 -0.0362
H 0.42910 2.50703 -2.28089 0.0155 0.0714 -0.0072
H -0.55336 1.80182 -3.57235 -0.0039 0.0418 -0.0364
C -4.00911 -1.42969 0.94665 0.3351 0.1299 -0.1838
Ge -2.94588 -2.20350 -0.54094 -0.7375 -0.5701 -0.0357
C -4.27330 -2.37598 -2.03752 0.2723 0.0742 0.2015
C -2.55389 -4.05416 0.08677 0.0982 0.2613 -0.0984
C -1.36546 -1.29581 -1.14492 -0.0373 0.1591 0.1977
H -5.00479 -1.87691 0.97566 0.0296 -0.1250 -0.0495
H -4.09733 -0.35142 0.82596 0.0049 0.0193 0.0016
H -3.50690 -1.62562 1.89574 -0.0069 -0.0065 0.0322
H -5.13996 -2.95307 -1.70767 0.0055 -0.0148 0.0504
H -3.84763 -2.86597 -2.91459 0.0642 0.0002 0.0161
H -4.61709 -1.38296 -2.33159 0.0042 0.0189 -0.0059
H -3.45063 -4.50894 0.51262 -0.0515 0.0361 -0.0035
H -1.78502 -3.99691 0.85790 0.0012 -0.0120 0.0172
H -2.17863 -4.69749 -0.70988 0.0020 0.0450 -0.0576
H -1.46126 -0.84384 -2.13156 0.1030 -0.0559 -0.0640
O 0.24240 -2.32622 0.93360 0.3087 -1.0806 0.0466
N 1.10865 -2.35016 1.88965 0.4409 0.1132 0.7770
C 2.33328 -2.73451 1.61780 -0.6279 0.0766 -0.2852
C 2.81160 -3.24089 0.37590 0.0235 -0.1161 -0.6043
N 3.24851 -3.71648 -0.57730 -0.0522 0.0070 0.0761
C 3.27785 -2.68159 2.67417 0.2831 -0.0520 0.5574
N 4.06973 -2.67394 3.51134 -0.0493 0.0390 -0.0207
```
Forces are in eV/Å.



# C2H5FO2

2 unconnected molecules or ions with the total composition C2H5FO2 at a distorted geometry (wB97M-V/def2-TZVPD, the Open Molecules 2025 dataset).

Properties
HOMO (spin up / spin down) (eV): -8.84 / -8.14
Kohn-Sham gap (spin up / spin down) (eV): 9.3 / 8.1
LUMO level (spin up / spin down) (eV): 0.415 / -0.012
Energy relative to the best compared isomer or geometry (same formula, charge and spin) (kcal per mole): 97.92

```
10
Properties=species:S:1:pos:R:3:forces:R:3
C 1.27122 1.00776 0.18415 0.9375 -1.3925 -1.6143
C -1.09556 -0.97370 0.26982 2.8003 -0.0951 0.1170
O -1.40652 -1.55717 -0.86100 -0.1377 0.4833 -0.7153
O 1.12598 -0.36427 -0.16211 -2.3039 0.1633 0.9307
F -1.56639 0.20886 0.48833 -0.5068 1.0601 -0.1794
H 2.02076 1.43359 -0.50757 0.2730 -0.2256 0.1586
H 1.66421 1.17895 1.18719 -0.5718 0.1482 0.2557
H 0.41514 1.56596 -0.15583 -0.8470 0.5292 0.7454
H -0.98132 -1.52692 1.25088 0.0122 0.0936 -1.8314
H -1.44752 -0.97308 -1.69384 0.3442 -0.7646 2.1330
```
Forces are in eV/Å.



# C27H30AsN2PRuS6

A molecular structure, C27H30AsN2PRuS6 (wB97M-V/def2-TZVPD, the Open Molecules 2025 dataset).

Properties
HOMO (spin up / spin down) (eV): -7.16 / -7.44
Kohn-Sham gap (spin up / spin down) (eV): 6.7 / 5.7
LUMO level (spin up / spin down) (eV): -0.423 / -1.782
Energy relative to the best compared isomer or geometry (same formula, charge and spin) (kcal per mole): 16.35
Spin multiplicity: 5

```
68
Properties=species:S:1:pos:R:3:forces:R:3
Ru 2.17979 -0.11303 -1.26125 0.3356 0.0505 0.2260
C -0.20694 -3.45404 -2.34554 -0.0005 -0.0374 -0.0915
C -1.20189 -2.68198 -1.54519 0.0964 0.1785 0.0206
N -1.12654 -1.40618 -1.31151 -0.0251 0.0331 -0.0168
C -2.17028 -0.94016 -0.53080 0.0186 0.0008 -0.1198
C -3.04735 -1.91898 -0.17227 0.1025 0.1291 0.0803
S -2.56477 -3.42991 -0.81360 -0.1345 -0.0185 0.0227
C -1.16769 1.25609 -1.07964 0.0306 0.0248 0.0691
C -1.38979 1.98270 -2.18994 -0.0211 -0.1031 0.1125
S -0.13028 2.84666 -3.02329 -0.0413 0.0322 -0.0545
C 1.18047 2.72575 -1.87819 0.1448 0.0541 -0.0095
N 1.17806 1.96879 -0.82134 -0.0510 -0.2586 -0.0524
C 2.41928 3.46220 -2.27063 -0.0530 -0.0197 0.0186
H 0.51914 -2.77424 -2.78649 0.0316 0.0228 0.0629
H -0.69015 -3.99697 -3.15883 -0.0281 -0.0207 0.0447
H 0.31388 -4.18020 -1.71992 0.0304 0.0111 -0.0120
H -3.94490 -1.84749 0.41132 -0.0500 -0.0362 0.0209
H -2.36486 2.11244 -2.62979 -0.0309 0.0265 -0.0388
H 2.20589 4.50620 -2.50345 0.0132 -0.0054 -0.0246
H 2.85918 2.98951 -3.15654 0.0030 0.0034 -0.0137
H 3.14227 3.40297 -1.45988 -0.0062 0.0120 0.0109
S 4.58474 0.89920 -5.03253 0.0913 0.0398 -0.1672
As 3.82737 -0.73908 -4.04303 -0.1888 0.0311 0.3372
S 1.66462 -0.24655 -3.40672 -0.0998 -0.0090 -0.2549
S 4.27168 -0.52501 -1.79017 0.1415 -0.0698 0.0026
S 3.85883 -2.73378 -4.54893 0.1144 -0.0848 -0.1583
C 4.08836 0.69165 1.94296 0.0192 0.0305 0.0961
P 2.64430 -0.05740 1.15382 -0.0784 -0.1302 -0.2208
C 1.15399 0.76506 1.72926 0.0732 0.0729 0.0684
C 0.04477 0.37692 0.80531 -0.0235 -0.0311 -0.0781
C -1.39545 0.66176 1.23802 -0.1410 -0.0918 -0.0585
C -1.41851 1.95489 2.01463 -0.0102 0.0549 -0.0019
C -0.33870 2.42608 2.64632 -0.0083 -0.0006 0.0099
C 0.97401 1.77600 2.57744 -0.0092 -0.0500 -0.0178
C 2.50975 -1.74517 1.81973 -0.0624 0.0291 0.0589
C 1.70345 -2.04619 2.91613 0.0297 0.0053 0.0555
C 1.58336 -3.35574 3.35748 0.0202 0.0049 -0.0135
C 2.27530 -4.37187 2.71259 -0.0057 0.0181 0.0107
C 3.08179 -4.07776 1.62237 0.0065 -0.0484 0.0073
C 3.19231 -2.77237 1.16920 0.0021 -0.0169 -0.0797
H 4.01652 0.61055 3.02812 0.0323 0.0180 -0.0017
H 4.17008 1.73782 1.64903 -0.0353 -0.0023 -0.0208
H 4.98099 0.16807 1.60105 -0.0129 -0.0230 -0.0083
H 0.11475 -0.69447 0.60239 -0.0176 -0.0890 -0.0115
H -1.78393 -0.13177 1.88726 0.0311 0.0101 0.0082
H -2.35288 2.47687 2.15750 -0.0140 0.0172 -0.0424
H -0.43002 3.31564 3.25724 -0.0025 0.0075 -0.0094
H 1.77746 2.15375 3.19881 0.0084 -0.0122 0.0001
H 1.16601 -1.25632 3.42741 -0.0073 0.0164 -0.0213
H 0.94976 -3.58062 4.20564 0.0020 -0.0066 -0.0009
H 2.18167 -5.39377 3.05635 -0.0011 0.0002 0.0014
H 3.61747 -4.86733 1.11182 -0.0052 0.0013 -0.0011
H 3.79441 -2.55999 0.29250 0.0088 0.0383 0.0100
C -3.55636 2.74706 -0.18147 -0.0216 0.0279 0.0115
C -3.60945 1.19665 -0.12560 -0.0153 -0.0158 -0.0184
C -4.35955 0.79899 1.16106 0.0349 0.0865 0.0791
C -4.46350 0.73149 -1.31788 -0.0390 -0.0274 -0.0126
C -2.17368 0.56095 -0.14993 0.0582 -0.0659 0.0511
C 0.13845 1.13792 -0.51409 -0.3515 0.3218 0.1440
H -4.25487 3.17418 0.54102 -0.0339 -0.0223 -0.0283
H -3.85279 3.11812 -1.16266 0.0371 0.0012 -0.0150
H -2.57494 3.16329 0.02831 0.0499 -0.0151 0.0594
H -5.41970 1.03166 1.04479 0.0063 0.0098 -0.0165
H -4.00633 1.35370 2.02955 -0.0054 -0.0305 -0.0148
H -4.27698 -0.25511 1.40729 -0.0198 -0.0457 -0.0306
H -5.37734 1.32831 -1.34534 0.0081 0.0059 -0.0049
H -4.75657 -0.31275 -1.25310 0.0120 -0.0612 0.0659
H -3.95721 0.85634 -2.27418 0.0571 0.0217 -0.0237
```
Forces are in eV/Å.